i) ORCA calculation (the ωB97M-V functional and the def2-TZVPD basis) on the ion C5H12NO with charge -1.

Geometry as ORCA input:
```
! RIJCOSX wB97M-V def2-TZVPD def2/J DEFGRID3
* xyz -1 1
C 2.0986 0.4449 1.2990
C 1.2506 -0.4903 0.4536
N 0.0624 0.1550 -0.1097
C 0.2172 0.4008 -1.5347
C -1.1573 -0.6253 0.1480
C -2.4467 0.1942 -0.0985
O -2.7463 0.4814 -1.3751
H 2.8873 0.9067 0.7052
H 1.5088 1.2383 1.7490
H 2.6113 -0.1360 2.0815
H 0.9884 -1.4035 1.0002
H 1.8651 -0.8849 -0.3629
H -0.5339 1.1215 -1.8430
H 1.2188 0.7942 -1.7054
H 0.0013 -0.4918 -2.1530
H -1.1800 -0.8817 1.2144
H -1.0994 -1.5513 -0.4526
H -3.2611 -0.3703 0.4312
H -2.2851 1.0982 0.5529
*
```

Calculated values
E_HOMO = -2.16 eV
gap between HOMO and LUMO = 6.03 eV
SMILES = CCN(C)CC[O-]

ii) ORCA calculation (the ωB97M-V functional and the def2-TZVPD basis) on the ion C5H12NO with charge -1.

Geometry as ORCA input:
```
! RIJCOSX wB97M-V def2-TZVPD def2/J DEFGRID3
* xyz -1 1
C 0.0146 0.5089 -2.4917
O 0.7068 1.4344 -3.0868
C 0.8848 -0.1059 -1.2864
C 0.1529 -0.9127 -0.2412
C -0.9190 -0.2427 0.6479
C -0.2530 0.7544 1.6261
N 0.2817 0.0259 2.7452
H -1.1417 0.7686 -1.9094
H -0.3783 -0.3720 -3.0514
H 1.7677 -0.5964 -1.7525
H 1.4696 0.7753 -0.9304
H -0.3907 -1.7558 -0.6886
H 0.9490 -1.3745 0.3982
H -1.4872 -0.9781 1.3024
H -1.6409 0.2984 0.0058
H 0.5298 1.2945 1.0693
H -0.9629 1.5835 1.9876
H 0.9185 -0.7062 2.4419
H -0.5017 -0.3997 3.2142
*
```

Calculated values
E_HOMO = -2.39 eV
gap between HOMO and LUMO = 6.28 eV
SMILES = NCCCCC[O-]

iii) ORCA calculation (the ωB97M-V functional and the def2-TZVPD basis) on the ion C5H12NO with charge -1.

Geometry as ORCA input:
```
! RIJCOSX wB97M-V def2-TZVPD def2/J DEFGRID3
* xyz -1 1
C -0.7535 1.7360 0.1830
C -0.0291 0.3821 0.4355
C -0.3501 -0.6050 -0.7700
C -1.7781 -0.7074 -1.2248
N 1.4096 0.5412 0.7163
C 2.1466 -0.7649 1.2130
O 2.1692 -1.6993 0.2828
H -1.7708 1.6360 -0.0627
H -0.6638 2.3609 1.1174
H -0.2043 2.3537 -0.5669
H -0.4976 -0.1638 1.2721
H 0.4162 -0.3064 -1.6397
H 0.1164 -1.5133 -0.4304
H -1.7911 -1.3269 -2.0808
H -2.4074 0.2879 -1.4425
H -2.2074 -1.3835 -0.3178
H 1.7086 0.7556 -0.3292
H 3.0609 -0.2988 1.6660
H 1.4256 -1.2842 1.9787
*
```

Calculated values
E_HOMO = -2.42 eV
gap between HOMO and LUMO = 6.34 eV
SMILES = CC[C@H](C)NC[O-]

Which one sits at the bottom of the stability order? iii) does.

i) ORCA calculation (the ωB97M-V functional and the def2-TZVPD basis) on an isolated molecule of C2H3N3OS.

Geometry as ORCA input:
```
! RIJCOSX wB97M-V def2-TZVPD def2/J DEFGRID3
* xyz 0 1
C -0.8890 -0.4831 -0.3472
C 0.7153 -0.3423 0.9256
H -0.9907 2.2776 -1.4523
H -1.7512 -0.9041 -1.0160
H 0.8210 -1.0695 2.5578
N 0.2088 0.1007 -1.0551
N -0.6366 -0.6834 0.8590
N 1.4779 -0.4020 1.9259
O 1.2388 0.2566 -0.2122
S -0.1943 1.2494 -2.1855
*
```

Calculated values
E_HOMO = -9.34 eV
gap between HOMO and LUMO = 9.40 eV
SMILES = [H]/N=c1\ncn(S)o1

ii) ORCA calculation (the ωB97M-V functional and the def2-TZVPD basis) on an isolated molecule of C2H3N3OS.

Geometry as ORCA input:
```
! RIJCOSX wB97M-V def2-TZVPD def2/J DEFGRID3
* xyz 0 1
C -0.4684 -0.5946 -0.1060
C 1.6605 -0.5088 -0.0048
H -2.5109 1.2315 -0.2414
H 2.7217 -0.7420 0.1076
H 1.5097 1.5918 0.4789
N -1.6246 -1.0683 0.0289
N 0.6769 -1.3650 -0.0857
N 1.2077 0.7710 -0.0285
O -0.1853 0.7282 -0.1432
S -2.9873 -0.0438 -0.0058
*
```

Calculated values
E_HOMO = -8.05 eV
gap between HOMO and LUMO = 8.50 eV
SMILES = S/N=c1/nc[nH]o1

Which one sits at the bottom of the stability order? i) does.

i) ORCA calculation (the ωB97M-V functional and the def2-TZVPD basis) on a structure of composition C17H13N4S4Ti.

Geometry as ORCA input:
```
! RIJCOSX wB97M-V def2-TZVPD def2/J DEFGRID3
* xyz 0 2
Ti 0.5852 -0.4583 0.3085
S -1.7666 -0.9293 0.8040
C -1.3955 -2.1904 -0.3365
C -2.2422 -3.2171 -0.7574
C -1.7403 -4.1703 -1.6168
C -0.4116 -4.1090 -2.0413
C 0.3653 -3.0650 -1.5990
N -0.1330 -2.1217 -0.7911
H -3.2578 -3.2544 -0.3913
H -2.3756 -4.9808 -1.9503
H 0.0089 -4.8639 -2.6888
H 1.4124 -2.9650 -1.8581
C -0.4405 2.7828 4.6475
C 0.6304 1.9572 4.3407
C 0.8439 1.5497 3.0331
C -0.0240 1.9694 2.0314
C -1.1001 2.8012 2.3317
C -1.3008 3.2039 3.6399
N 0.1968 1.5037 0.7074
N -0.1748 2.3295 -0.2318
C 0.0394 1.8195 -1.4734
C -0.2632 2.5950 -2.6043
C 0.0236 2.0910 -3.8443
C 0.6106 0.8208 -3.9534
C 0.8521 0.1062 -2.8097
N 0.5566 0.5736 -1.5823
H -0.6071 3.0990 5.6687
H 1.3090 1.6313 5.1177
H 1.6909 0.9221 2.7853
H -1.7658 3.1118 1.5395
H -2.1394 3.8449 3.8786
H -0.7002 3.5710 -2.4534
H -0.1922 2.6684 -4.7334
H 0.8697 0.4006 -4.9139
H 1.3045 -0.8748 -2.8456
S 3.8672 -3.2660 1.4276
C 2.7511 -2.1186 1.1872
S 2.8841 -0.8177 -0.0064
S 1.2290 -1.9505 2.0336
*
```

Calculated values
E_HOMO (spin up / spin down) = -7.44 / -8.00 eV
gap between HOMO and LUMO (spin up / spin down) = 6.47 / 6.26 eV

ii) ORCA calculation (the ωB97M-V functional and the def2-TZVPD basis) on a structure of composition C17H13N4S4Ti.

Geometry as ORCA input:
```
! RIJCOSX wB97M-V def2-TZVPD def2/J DEFGRID3
* xyz 0 2
Ti -0.0964 -0.0726 -0.0282
S 0.5866 0.3752 2.3316
C 2.1256 -0.0312 1.6487
C 3.3578 -0.0599 2.3092
C 4.4831 -0.3807 1.5857
C 4.3882 -0.6562 0.2185
C 3.1467 -0.6157 -0.3677
N 2.0417 -0.3297 0.3376
H 3.4020 0.1714 3.3636
H 5.4479 -0.4110 2.0760
H 5.2615 -0.8927 -0.3709
H 3.0080 -0.8035 -1.4242
C 0.1726 -2.7389 -4.9941
C -0.4118 -1.5064 -5.2527
C -0.4013 -0.5093 -4.2932
C 0.2008 -0.7414 -3.0579
C 0.7813 -1.9780 -2.7968
C 0.7679 -2.9705 -3.7636
N 0.1995 0.2801 -2.0592
N 0.2069 1.4842 -2.5707
C 0.0457 2.4544 -1.6364
C 0.0308 3.7996 -2.0398
C -0.1651 4.7714 -1.0957
C -0.3434 4.3986 0.2441
C -0.3040 3.0676 0.5729
N -0.1044 2.0944 -0.3389
H 0.1555 -3.5178 -5.7448
H -0.8900 -1.3236 -6.2061
H -0.8611 0.4502 -4.4789
H 1.2279 -2.1772 -1.8337
H 1.2180 -3.9307 -3.5486
H 0.1656 4.0193 -3.0887
H -0.1869 5.8149 -1.3804
H -0.5076 5.1353 1.0165
H -0.4216 2.7369 1.5944
S -3.4682 -2.7831 -0.3341
C -2.2594 -1.7797 0.0524
S -2.4081 -0.0326 0.1924
S -0.5804 -2.3021 0.3039
*
```

Calculated values
E_HOMO (spin up / spin down) = -7.32 / -8.04 eV
gap between HOMO and LUMO (spin up / spin down) = 6.20 / 6.38 eV

Which one sits at the bottom of the stability order? ii) does.